C29H24N5PPdS | the ωB97M-V functional and the def2-TZVPD basis

Summary:
<S²>: 2.02
gap between HOMO and LUMO (spin up / spin down): 6.191 / 4.964 eV
charge: +2
2S+1: 3
HOMO (spin up / spin down): -0.4700 / -0.4979 hartree
lowest unoccupied orbital energy (spin up / spin down): -6.599 / -8.586 eV

Geometry as XYZ:
```
61
Properties=species:S:1:pos:R:3:forces:R:3
Pd -0.05252 -0.41748 -0.70760 0.14 0.49 0.66
S 3.09954 -0.30098 -1.96219 0.20 -0.35 0.26
P -2.28362 0.02588 -0.45563 0.01 0.81 0.45
N -2.31740 1.68714 -0.93512 -0.49 -0.78 0.21
N 2.31968 -0.62236 -0.55794 -0.24 -0.02 0.53
N 0.81841 -0.65204 1.81366 0.47 0.24 0.28
N -0.05201 1.73513 -1.35067 0.62 -0.49 -0.29
N 4.27019 -0.85369 0.75228 -0.85 -0.07 -0.93
C -5.82548 -1.42485 -1.97164 0.40 0.31 -0.29
C -3.10849 -1.42803 -2.59076 0.11 0.23 1.17
C -2.89154 0.13363 1.26135 0.03 -0.68 -0.35
C 2.73968 -1.28963 3.05303 -0.10 0.16 1.01
C 7.02507 -0.56117 -2.36179 1.27 -0.14 0.43
C -4.00948 -2.03828 -3.43131 0.03 0.65 0.49
C -2.96054 1.29964 1.99287 0.06 0.49 0.37
C -3.41362 1.26454 3.30334 -0.46 -0.21 0.32
C 2.14648 -0.91321 1.87965 -1.27 -0.01 -0.62
C 0.11263 -0.58566 2.95300 -0.30 -0.54 -1.36
C 5.73729 -0.27462 -2.62153 -1.67 0.06 0.70
C 0.96523 3.56127 -2.52601 -1.13 0.91 -0.31
C -1.35242 3.60628 -1.92951 0.11 1.03 -0.17
C -5.36434 -2.00376 -3.14348 0.03 -0.41 -0.01
C -3.80323 0.07636 3.90042 -0.04 0.36 0.59
C 0.99763 2.36353 -1.90581 1.01 -1.26 0.44
C -4.91378 -0.79182 -1.12376 -0.83 -0.29 0.48
C 4.75310 -0.43114 -1.57360 1.22 -0.12 -0.96
C 1.95928 -1.31651 4.21549 0.63 0.00 0.49
C -3.73144 -1.09422 3.16872 0.04 -0.08 0.37
C 0.66176 -0.89972 4.19832 -0.89 0.23 -0.35
C -3.55317 -0.81290 -1.38608 0.24 -0.21 -1.40
C 6.52908 -1.08449 -0.04560 -0.16 0.22 -0.04
C -1.21788 2.33938 -1.41243 -0.20 -0.56 0.37
C -0.28736 4.23195 -2.50901 0.73 0.55 -0.72
C -3.26361 -1.06531 1.87924 0.15 0.16 -0.61
C 7.42209 -0.99490 -1.07105 -0.08 0.07 -0.71
C 2.91965 -0.80509 0.59728 0.16 0.21 0.21
C 5.18689 -0.80001 -0.28760 -0.27 0.15 0.12
H -2.29546 4.07956 -1.79642 -0.62 0.46 -0.30
H 1.82983 3.94906 -3.03289 0.13 0.20 0.07
H -4.14255 0.09205 4.94984 0.09 -0.13 -0.72
H -0.96341 -0.40633 2.78421 0.71 0.15 0.45
H -4.03341 -2.01955 3.61346 -0.09 -0.42 0.13
H -3.19565 2.16570 -1.08858 -0.02 -0.20 0.10
H -6.87911 -1.41564 -1.73062 0.01 -0.01 0.00
H 1.93251 1.79646 -1.82798 -0.38 0.53 -0.10
H -3.66505 -2.50656 -4.31557 0.25 -0.41 -0.75
H 8.44464 -1.27185 -0.92042 0.42 0.02 0.17
H -3.16647 -1.97599 1.31942 -0.13 -0.42 -0.16
H 2.37118 -1.62744 5.16634 0.30 -0.02 -0.12
H -2.64794 2.25374 1.60710 0.01 0.14 -0.37
H -6.00189 -2.49504 -3.86216 -0.43 0.05 0.17
H 0.03945 -0.84052 5.09292 0.29 -0.11 -0.26
H 6.85596 -1.33947 0.94353 0.06 -0.21 0.33
H 5.45102 0.06555 -3.60339 -0.26 -0.01 -0.12
H -2.03916 -1.44372 -2.79343 -0.15 -0.04 -0.09
H -5.34234 -0.34617 -0.22891 0.39 0.09 0.01
H 3.78778 -1.49566 3.17247 0.19 -0.32 0.00
H -3.56816 2.16015 3.87499 0.31 0.43 0.00
H 7.78844 -0.43184 -3.12772 -0.24 -0.12 0.13
H 4.58518 -1.03422 1.68789 0.40 0.02 0.08
H -0.40716 5.22487 -2.99260 0.12 -0.81 0.53
```
Forces are in eV/Å.

Atomic partial charges in e from the Löwdin method, atoms 1 to 2: atom 1 (Pd): 0.511, atom 2 (S): 1.184

C29H24N6O3Ru | the ωB97M-V functional and the def2-TZVPD basis

Summary:
<S²>: 6.03
gap between HOMO and LUMO (spin up / spin down): 7.865 / 6.431 eV
charge: +2
2S+1: 5
HOMO (spin up / spin down): -0.5002 / -0.5288 hartree
energy above the lowest of the compared OMol25 structures with the same formula, charge and spin: 2.4 kcal per mole
lowest unoccupied orbital energy (spin up / spin down): -5.745 / -7.958 eV

Geometry as XYZ:
```
63
Properties=species:S:1:pos:R:3:forces:R:3
Ru -1.35623 0.93816 -0.08100 0.57 -0.52 0.19
O 2.13194 2.95645 0.40099 0.05 0.05 0.07
O -4.68291 2.76897 -1.44012 -0.11 0.09 -0.06
O -0.15504 -0.48415 0.67263 -0.39 -0.11 -0.07
N 1.46957 -1.96554 1.33337 0.00 -0.26 0.01
N -2.58068 2.37208 -0.54392 -0.20 0.30 -0.17
N -3.15402 -0.09302 -0.05944 -0.34 -0.01 0.00
N 2.36616 -2.07668 2.36713 0.14 -0.12 -0.09
N -0.14587 2.54304 0.13047 0.24 0.31 0.06
N 0.32840 0.79101 -1.73443 0.09 -0.14 0.00
C -5.42259 0.05809 -0.77366 -0.19 -0.08 -0.05
C -4.64240 -1.88249 0.39572 -0.08 0.00 -0.03
C 0.74034 -0.83766 1.52756 0.06 0.38 0.03
C -4.16546 0.58802 -0.63523 0.18 0.13 0.16
C -5.66271 -1.21261 -0.26349 0.01 -0.04 0.01
C -2.79620 4.85357 -0.67080 -0.09 0.04 -0.01
C 2.70736 1.01636 -1.65914 0.11 0.02 0.00
C 2.20123 -1.03748 3.19558 0.07 0.06 0.08
C 2.82704 -3.61750 -1.68968 -0.03 -0.06 -0.05
C 1.24403 2.35185 -0.11996 -0.15 -0.09 -0.10
C -0.80610 6.14003 -0.03032 -0.12 0.10 -0.03
C 0.44521 -0.06733 -2.74562 0.00 0.08 0.10
C 1.68148 -0.43452 -3.25941 -0.02 -0.01 -0.03
C 3.00978 -0.89234 4.43685 -0.01 -0.03 -0.03
C -2.10706 3.68704 -0.41183 0.05 -0.18 0.07
C 1.54556 -2.73741 0.13173 0.06 0.06 -0.08
C 0.44751 -3.95699 -1.60930 -0.01 0.00 -0.02
C -0.09297 5.00324 0.20751 0.04 -0.06 -0.03
C 3.19246 -3.26374 2.58451 -0.04 0.03 0.05
C -0.73296 3.75305 0.01829 0.01 -0.18 -0.04
C -3.39446 -1.29458 0.47781 0.12 -0.02 -0.10
C 1.66767 -4.14400 -2.24559 0.01 0.04 0.04
C 0.38343 -3.26420 -0.40910 -0.08 -0.09 0.08
C 1.44384 1.32084 -1.20299 -0.18 0.08 -0.05
C -2.14529 6.06597 -0.47041 0.02 0.04 0.00
C -3.87151 2.03239 -0.95553 0.23 -0.03 0.12
C 2.82664 0.10764 -2.70373 0.03 -0.02 -0.01
C 1.19564 -0.22854 2.69659 -0.12 0.12 0.05
C 2.76746 -2.89637 -0.50734 0.08 0.11 -0.02
H -2.69002 6.98161 -0.66285 0.04 -0.01 0.01
H 3.66393 -2.44712 -0.09577 -0.03 -0.04 0.01
H 1.71582 -4.70530 -3.16944 0.00 0.01 0.02
H -0.55744 -3.15168 0.11472 0.05 0.02 -0.03
H 2.93136 0.12576 4.80843 -0.01 0.00 0.01
H 4.06061 -1.11744 4.25428 -0.02 0.02 0.00
H 2.82160 -4.07936 1.97341 -0.04 0.00 -0.03
H -6.19219 0.65066 -1.24953 0.00 0.00 0.01
H -0.34370 7.10512 0.12365 -0.04 0.01 -0.01
H -4.80656 -2.84916 0.84991 0.00 0.00 -0.02
H 3.56386 1.49805 -1.20663 0.00 -0.02 0.00
H 4.23306 -3.06738 2.33338 -0.01 0.03 -0.05
H -3.81101 4.82015 -1.03254 0.00 0.03 0.02
H 3.12490 -3.55152 3.63046 -0.03 0.01 0.01
H 3.80252 -0.16531 -3.08447 -0.02 0.03 0.00
H 0.82544 0.69083 3.11900 0.04 -0.06 0.02
H 2.65119 -1.56671 5.21674 -0.02 -0.01 -0.01
H -2.56647 -1.77626 0.98026 0.03 0.01 -0.06
H -6.64174 -1.66440 -0.35525 0.01 0.03 0.01
H -0.47347 -0.46155 -3.16036 -0.01 -0.03 0.03
H 0.92577 5.03571 0.56264 0.02 -0.03 -0.03
H 3.77965 -3.76536 -2.18180 -0.01 0.01 0.02
H -0.45738 -4.36778 -2.03859 0.03 -0.02 0.03
H 1.73194 -1.13223 -4.08434 0.00 0.03 0.02
```
Forces are in eV/Å.

Atomic partial charges in e from the Löwdin method, atoms 1 to 2: atom 1 (Ru): 1.537, atom 2 (O): 0.165

C29H24N9O4S2Tl | the ωB97M-V functional and the def2-TZVPD basis

Summary:
gap between HOMO and LUMO: 7.452 eV
charge: +2
2S+1: 1
HOMO: -0.4979 hartree
lowest unoccupied orbital energy: -6.096 eV

Geometry as XYZ:
```
69
Properties=species:S:1:pos:R:3:forces:R:3
Tl -0.02210 -0.40300 0.09180 -0.65 -0.11 -0.20
S -1.53700 1.76790 -0.54540 0.14 -0.33 -0.20
S 2.28360 -0.96650 4.57230 -0.25 -0.05 -0.62
O -2.12530 -3.99530 -0.93900 -0.23 -0.25 -0.20
O -0.75770 -2.57450 0.07820 0.70 0.64 0.56
O 1.11110 1.02500 -1.90640 0.00 -0.08 -0.10
O 0.70370 1.60780 -4.02560 -0.07 0.29 -0.56
N 1.13300 -0.90450 2.29990 -0.22 -0.29 -0.46
N -2.96180 3.20280 1.17500 0.86 -0.36 0.28
N 1.97680 -1.71590 -0.30370 -0.06 0.58 1.04
N -1.83200 -0.70580 1.76130 0.48 0.33 -0.35
N -1.78670 -1.86160 2.43050 -0.03 -0.14 0.24
N 3.35150 -3.22020 0.57780 -0.09 0.22 0.29
N 0.94770 1.67330 1.20800 -0.45 0.13 -0.02
N -0.65630 -1.01870 -2.10890 0.30 0.33 0.29
N -1.01650 2.66450 2.04380 -0.91 -0.02 -0.35
C 3.04380 -1.73800 3.25000 -0.28 0.16 -0.28
C 0.99680 -0.52200 3.53000 0.31 0.07 0.47
C -0.40090 -0.28350 -3.18860 -0.35 -0.13 -0.64
C -2.92820 -2.09280 3.08800 -0.22 0.16 0.10
C 2.15700 -2.57400 -2.68880 -0.03 0.01 0.02
C -1.80610 2.55090 0.93090 0.09 -0.15 -0.54
C 0.36680 2.43870 2.13000 1.01 0.03 0.02
C 2.27550 1.62090 1.15100 0.30 0.23 0.28
C 3.58080 -4.53620 -2.85970 0.04 -0.01 0.12
C -1.65520 -1.80640 -4.53680 -0.04 -0.12 0.19
C -0.89310 -0.64450 -4.43810 0.21 0.21 0.39
C -1.88300 -2.56930 -3.40250 0.08 0.19 0.01
C -3.02530 -0.18360 2.01180 -0.03 -0.19 0.16
C 3.88110 -4.50860 -1.51620 0.02 -0.02 0.05
C -1.34820 -2.13410 -2.18860 -0.22 -0.60 0.13
C -4.03520 3.33730 0.23000 -0.54 0.06 -0.60
C -1.45030 -2.99670 -0.90740 -0.19 0.16 -0.60
C 2.48910 2.96500 3.10310 -0.23 -0.14 -0.18
C 2.73540 -3.57930 -3.43250 -0.05 0.10 -0.02
C 2.28440 -1.61040 2.11430 0.50 -0.08 1.10
C -3.75440 -1.01410 2.85630 0.02 -0.13 0.07
C -1.74750 3.36050 2.99630 -0.56 0.24 0.19
C 0.53690 0.85670 -2.96530 0.31 -0.08 0.54
C -2.93490 3.69260 2.45020 0.51 0.12 0.68
C 3.08820 2.25580 2.07210 -0.01 -0.07 -0.08
C 2.41650 -2.53700 -1.31960 0.59 -0.82 -0.09
C 2.54590 -2.16100 0.80640 0.04 -0.13 -0.65
C 1.11070 3.08390 3.12220 -0.06 -0.13 -0.16
C 3.28860 -3.50490 -0.76220 -0.39 0.32 -0.74
H 4.15900 2.20350 1.98430 0.18 -0.06 -0.03
H -3.74500 4.24690 2.87480 -0.22 0.08 0.08
H 4.00170 -2.20420 3.36090 0.22 -0.16 0.03
H 3.07650 3.45110 3.86740 0.08 0.05 0.00
H -1.39670 3.53010 3.98980 0.09 0.09 0.18
H 4.00540 -5.30620 -3.48380 0.05 -0.07 -0.05
H 0.64750 3.69600 3.87530 -0.10 0.08 0.04
H 0.15460 0.03810 3.88820 -0.27 0.11 0.06
H -3.08730 -2.98010 3.66640 0.03 -0.22 0.07
H -4.74380 -0.84970 3.22580 -0.23 -0.04 0.12
H -4.91830 3.71280 0.73890 0.03 -0.02 0.06
H 1.33360 2.33460 -3.87940 -0.06 -0.21 0.21
H 3.84410 -3.76100 1.27080 -0.06 0.05 0.02
H 1.52490 -1.84570 -3.16360 -0.07 0.08 -0.06
H -4.24860 2.37000 -0.22530 -0.03 0.02 0.06
H -1.03890 -2.51290 2.22990 -0.19 0.04 -0.09
H -3.33680 0.73890 1.57200 0.01 0.21 -0.13
H -2.44820 -3.48960 -3.41640 0.01 -0.04 -0.01
H -0.66400 -0.03570 -5.29850 -0.01 0.00 -0.07
H -2.04590 -2.11980 -5.49570 -0.01 0.02 0.01
H 2.53290 -3.63250 -4.49090 -0.01 0.01 -0.10
H 2.67410 1.04610 0.32710 0.18 -0.09 -0.02
H 4.53610 -5.23780 -1.06390 0.06 -0.07 0.00
H -3.76030 4.02900 -0.56680 0.02 -0.01 0.05
```
Forces are in eV/Å.

Atomic partial charges in e from the Löwdin method, atoms 1 to 2: atom 1 (Tl): 0.947, atom 2 (S): 0.810